# 1
{
  "formula": "C18H20N4O3S",
  "method": "ωB97M-V/def2-TZVPD",
  "e_homo_ev": -7.89,
  "lumo_ev": 0.4,
  "orbital_gap_ev": 8.328,
  "e_above_lowest_kj_mol": 94.6,
  "smiles": "COc1ccc(CCNC(=O)CSc2nc3ncccc3[nH]2)c(OC)c1",
  "charge": 0,
  "molar_mass_g_mol": 372.45,
  "symbols": ["C", "O", "C", "C", "O", "N", "H", "H", "H", "C", "C", "S", "H", "H", "C", "H", "C", "H", "C", "H", "O", "H", "N", "H", "H", "C", "C", "C", "C", "H", "C", "H", "H", "C", "H", "C", "H", "H", "C", "H", "C", "C", "H", "N", "H", "N"],
  "xyz": [[-2.76972, 1.79776, 0.01484], [0.23621, 3.53896, -0.92170], [-3.33544, 0.04987, 1.73478], [-0.11538, 1.83788, 0.77815], [-1.25663, -3.07676, 0.07155], [1.03042, -1.74887, -0.68645], [2.03987, 4.28494, -1.35383], [0.90275, 1.15659, 3.32363], [-3.81058, 1.79613, -0.27891], [3.09303, -2.12592, 0.74011], [-0.54880, 2.66763, -0.25331], [-0.79527, -0.43568, -2.29548], [2.89151, -3.13044, 1.08186], [5.31605, 0.42441, 0.97617], [2.23126, -1.44796, -0.09885], [4.95142, -1.88402, 1.77889], [4.43616, -0.12416, 0.66826], [0.92121, 1.85011, 1.06818], [-2.35882, 0.96473, 1.04484], [-2.21784, -1.80905, 1.84499], [-0.65498, 0.12661, 2.42013], [0.44871, -2.55400, -0.47178], [1.53896, 0.34054, -1.32299], [-2.21612, 3.28370, -1.43152], [-0.99803, -2.84889, -2.45249], [0.66844, -0.62908, -1.38133], [1.62599, 3.55104, -0.66467], [0.65907, 0.17001, 2.91688], [2.53987, -0.12197, -0.51870], [-2.54419, -1.98297, -2.64220], [-1.00796, 0.98480, 1.41389], [2.07262, 2.57342, -0.85864], [1.83773, 3.86438, 0.36292], [-1.63054, -2.05523, -2.05508], [1.39576, -0.09560, 2.15181], [4.22763, -1.42671, 1.12294], [-3.97186, -2.02436, 1.66157], [-3.22610, 0.13820, 2.81648], [-3.11244, -1.41811, 1.35565], [-3.34828, -0.84789, -0.65593], [-1.89062, 2.63909, -0.63211], [-1.91930, -2.28408, -0.58067], [0.69484, -0.56858, 3.71666], [3.62215, 0.53687, -0.13432], [-4.35098, 0.34554, 1.46337], [-2.90591, -1.54367, -0.07314]],
  "lowdin_charge": [-0.061, -0.073, -0.117, 0.040, 0.030, 0.151, 0.094, 0.102, 0.113, -0.009, -0.290, 1.030, 0.114, 0.100, -0.194, 0.096, -0.160, 0.099, -0.188, 0.117, -0.082, 0.116, 0.120, 0.116, 0.090, -0.635, -0.075, -0.062, -0.323, 0.082, -0.214, 0.053, 0.095, -0.338, 0.078, -0.078, 0.123, 0.121, -0.153, 0.138, -0.026, -0.561, 0.099, 0.131, 0.114, 0.077]
}

=====

# 2
{
  "formula": "C2H12O3S",
  "method": "ωB97M-V/def2-TZVPD",
  "e_homo_ev": -8.59,
  "lumo_ev": 0.4,
  "orbital_gap_ev": 8.951,
  "e_above_lowest_kj_mol": 43.2,
  "smiles": "CSC.O.O.O",
  "charge": 0,
  "molar_mass_g_mol": 116.18,
  "symbols": ["O", "H", "H", "H", "H", "H", "H", "O", "H", "H", "H", "C", "O", "H", "H", "C", "S", "H"],
  "xyz": [[-0.01624, -1.72397, 2.32444], [0.09778, 0.16531, 0.15660], [-1.80333, 1.22198, -1.38212], [-0.58960, -2.01753, -1.66348], [0.64666, -2.78182, -1.12163], [-1.54533, 2.89606, -2.04237], [1.81520, -2.41318, 0.87002], [1.99776, -1.93271, 0.05531], [1.89027, -1.00466, 0.28157], [-0.32619, 1.67378, -2.33570], [-0.22847, -2.30703, 3.07215], [-0.25618, 0.96982, 0.80138], [-0.26220, -2.89979, -1.47397], [-0.54542, -2.11672, 1.61265], [-1.27150, 0.75198, 1.13540], [-1.08848, 2.00040, -1.62696], [-0.25012, 2.53406, -0.09626], [0.38737, 0.95181, 1.67486]],
  "lowdin_charge": [-0.061, 0.005, 0.029, 0.015, 0.007, 0.023, 0.039, -0.052, 0.031, 0.027, 0.057, -0.470, -0.080, 0.048, 0.037, -0.413, 0.726, 0.032]
}

=====

# 3
{
  "formula": "C5H16NO6PS",
  "method": "ωB97M-V/def2-TZVPD",
  "e_homo_ev": -8.41,
  "lumo_ev": -0.1,
  "orbital_gap_ev": 8.340,
  "e_above_lowest_kj_mol": 0.0,
  "smiles": "O=C(NP(O)O)OS.CCO.CCO",
  "charge": 0,
  "molar_mass_g_mol": 249.23,
  "symbols": ["H", "P", "C", "H", "H", "C", "C", "H", "H", "C", "O", "O", "H", "H", "O", "C", "H", "H", "S", "O", "H", "O", "O", "H", "H", "H", "H", "H", "N", "H"],
  "xyz": [[1.26151, -2.02185, -2.66584], [0.34282, -1.15520, 2.34253], [-3.15371, 1.23584, -0.00754], [1.93745, 0.24699, -3.12444], [-0.35548, -2.26500, 0.50102], [1.07557, 0.52913, -2.51281], [0.76554, -0.54949, -1.49407], [1.61117, -0.70139, -0.81434], [-3.74569, 0.83772, 0.82238], [-4.05171, 1.76842, -1.10674], [-0.61442, 0.18040, 1.85264], [3.57432, -1.88844, 0.97773], [4.59864, 0.41808, 1.31448], [-4.67799, 2.58411, -0.73358], [-2.31387, 2.27288, 0.48641], [2.95480, -1.79380, 2.25559], [-0.03966, 0.93343, 1.58284], [-2.51564, 0.43650, -0.38964], [4.91893, -0.85326, 0.84817], [0.48153, -1.77897, -2.15017], [-3.45420, 2.17483, -1.92688], [0.20504, -2.48951, 1.27893], [3.21809, -2.66664, 3.12836], [1.29032, 1.48092, -2.02089], [0.23222, 0.66652, -3.19429], [-4.69866, 0.97998, -1.49861], [2.11363, -0.58550, 3.67388], [-0.10914, -0.27337, -0.89989], [2.03372, -0.69492, 2.64418], [-2.88516, 2.97158, 0.83057]],
  "lowdin_charge": [0.089, 0.890, -0.331, 0.076, 0.049, -0.082, -0.336, 0.097, 0.112, -0.093, -0.321, -0.484, -0.111, 0.072, -0.100, -0.598, 0.052, 0.097, 0.792, -0.080, 0.076, -0.288, 0.058, 0.076, 0.079, 0.075, 0.094, 0.086, -0.130, 0.085]
}

=====

# 4
{
  "formula": "C9H21N4P",
  "method": "ωB97M-V/def2-TZVPD",
  "e_homo_ev": -5.44,
  "lumo_ev": 0.9,
  "orbital_gap_ev": 6.370,
  "e_above_lowest_kj_mol": 115.7,
  "charge": 0,
  "molar_mass_g_mol": 216.27,
  "symbols": ["H", "H", "H", "H", "H", "C", "H", "C", "P", "H", "H", "H", "C", "N", "H", "H", "H", "N", "N", "C", "H", "H", "H", "N", "H", "H", "H", "C", "C", "C", "C", "C", "H", "H", "H"],
  "xyz": [[-2.12113, 2.41055, 0.30623], [-2.62630, 0.62752, 2.09588], [-0.70158, -2.86252, 0.90052], [-1.63620, -1.76472, -0.74252], [-2.45773, -0.51641, -1.57120], [-2.01745, -0.13763, 1.51806], [-2.64147, -1.03620, 1.40864], [-0.27217, -0.54158, -1.84588], [0.97492, -0.25498, 0.25711], [3.05005, 1.31301, -0.76159], [2.67814, -1.81540, -1.45284], [-0.37298, 0.48237, 2.88826], [-1.40680, 1.77126, -0.00300], [-1.81580, 0.33786, 0.11824], [-1.40345, 1.99897, -1.08067], [2.51835, 3.04225, -0.40835], [1.73723, -1.73077, -2.95030], [0.89222, -1.06254, -1.22008], [0.45349, -1.16532, 1.71218], [2.06851, -1.26449, -2.01763], [-1.13112, -0.84980, 3.31049], [0.09551, 3.22924, 0.32101], [1.88143, 2.14698, -1.72737], [1.11002, 1.52701, 0.16007], [2.53191, -0.26127, -2.28581], [-0.52096, -1.08415, -2.74694], [0.00534, 0.54377, -1.96851], [0.22749, -2.53528, 1.43793], [2.21463, 2.06537, -0.72338], [-0.07875, 2.24582, 0.68398], [-1.59351, -0.61596, -0.99402], [-0.72463, -0.43409, 2.35364], [1.05382, -2.90782, 0.81046], [0.20677, -2.97046, 2.44102], [-0.17781, 2.06940, 1.77635]],
  "lowdin_charge": [0.064, 0.132, 0.075, 0.141, 0.079, -0.170, 0.106, -0.274, 0.969, 0.071, 0.020, 0.090, -0.161, -0.182, 0.121, 0.063, 0.090, -0.392, -0.308, -0.122, 0.113, 0.098, 0.043, -0.315, 0.084, 0.107, 0.101, -0.198, -0.112, -0.191, -0.166, -0.226, 0.072, 0.088, 0.092]
}